A 5-piece molecular cluster, C40H42B2Br2F39INO11 overall, computed with the ωB97M-V functional and the def2-TZVPD basis.

Each line ends with the Löwdin charge.
CARTESIAN COORDINATES (ANGSTROEM)
C (3.28973, -2.89987, -1.89278)  0.0777
C (3.02326, -1.64938, -1.32121)  -0.0919
C (1.73371, -0.88465, -1.02384)  -0.1349
C (1.62131, -1.21781, 0.48466)  -0.3753
F (0.60266, -0.61596, 1.13533)  0.1359
F (2.74429, -0.86516, 1.15523)  0.1240
C (1.49226, -2.77976, 0.73942)  -0.2858
F (0.51093, -3.01136, 1.62978)  0.1118
F (2.63690, -3.28024, 1.23415)  0.1115
C (0.47021, -1.20548, -1.86053)  -0.1158
C (0.77497, -2.10998, -3.10396)  -0.0725
C (-0.15799, -2.26805, -4.30333)  -0.1269
C (-1.11101, -3.47443, -4.32914)  -0.7663
F (-0.59161, -4.55514, -3.73351)  0.0559
Br (-2.89452, -3.00289, -3.67796)  0.8966
C (-1.25953, -3.87911, -5.85312)  -0.9435
F (-1.40036, -2.76275, -6.59586)  0.0301
F (-0.13467, -4.48282, -6.23327)  0.0788
Br (-2.78936, -5.00609, -6.27466)  0.8111
B (-0.79697, -1.93671, -1.12738)  -0.5053
O (-0.87262, -3.28109, -1.21680)  0.1414
C (-1.89723, -1.21169, -0.22818)  -0.1258
C (-2.26827, -2.01093, 1.03507)  -0.0773
C (-0.07700, 0.11939, -2.35789)  -0.0660
C (-1.38447, 0.35771, -2.97966)  -0.0522
C (-2.31342, 1.25490, -2.15307)  -0.1921
O (-2.03832, 1.74486, -1.08301)  0.0862
N (0.82653, 1.02540, -2.19665)  0.1252
C (0.58623, 2.33303, -2.81725)  -0.1178
O (0.64891, 2.16901, -4.22691)  -0.1050
O (-0.24119, 3.13430, -4.76757)  0.0210
C (2.04392, 0.63776, -1.41101)  -0.2220
C (3.18708, 0.84103, -2.41225)  0.0303
B (4.62741, 1.20779, -1.82785)  -0.7480
O (5.04666, 0.89261, -0.53591)  0.0907
O (5.45787, 1.90901, -2.64214)  0.1776
C (2.03393, 1.52617, -0.14986)  -0.0745
C (2.15691, 3.04107, -0.28273)  -0.7321
O (1.19908, 3.77503, -0.45791)  -0.0343
I (4.03389, 4.09229, 0.01679)  1.0007
H (3.45131, -3.81933, -1.34046)  0.0857
H (3.33808, -3.00979, -2.97347)  0.0763
H (3.91078, -1.19052, -0.90719)  0.0933
H (1.26438, -3.32637, -0.17283)  0.1466
H (0.99413, -3.09868, -2.71949)  0.1114
H (1.73289, -1.77195, -3.49482)  0.1151
H (-0.73602, -1.42167, -4.65003)  0.1010
H (0.49963, -2.47851, -5.14350)  0.1298
H (-1.78132, -3.58850, -1.11501)  0.1004
H (-1.49239, -0.26019, 0.10290)  0.0866
H (-2.82583, -1.07378, -0.78275)  0.1092
H (-2.51399, -3.04911, 0.83230)  0.0748
H (-1.50923, -1.97312, 1.80330)  0.0688
H (-3.16594, -1.56118, 1.44254)  0.0597
H (-1.92227, -0.57309, -3.14168)  0.0619
H (-1.31620, 0.80967, -3.96637)  0.1376
H (-3.27902, 1.48146, -2.63584)  0.1493
H (1.42086, 2.98598, -2.60195)  0.1261
H (-0.30042, 2.84505, -2.46641)  0.1418
H (-0.71165, 2.66877, -5.47235)  0.1133
H (3.27040, 0.01080, -3.10832)  0.1311
H (2.99928, 1.69412, -3.06706)  0.1243
H (5.60790, 0.10554, -0.52884)  0.0752
H (6.35501, 1.74243, -2.32659)  0.1233
H (1.04993, 1.41761, 0.29515)  0.1373
H (2.80838, 1.24379, 0.55014)  0.1139
C (-0.01865, 8.07762, 0.61102)  -0.0375
C (-0.17980, 7.64043, -0.86027)  -0.4360
C (1.07561, 7.19158, -1.61133)  -0.3106
F (1.97453, 8.18166, -1.72860)  0.1043
F (0.73856, 6.81064, -2.87113)  0.0884
F (-0.80786, 8.61387, -1.54857)  0.1387
F (-1.01615, 6.55911, -0.85022)  0.0954
O (0.03023, 9.47068, 0.89086)  0.0450
C (1.21960, 10.17334, 0.88140)  -0.5386
C (1.19991, 11.29579, -0.15949)  -0.2879
F (1.03985, 10.79218, -1.39754)  0.1034
F (2.37710, 11.95624, -0.12525)  0.1042
F (2.27814, 9.35894, 0.72625)  0.1501
F (1.34676, 10.74648, 2.09621)  0.1489
H (-0.93701, 7.75080, 1.09701)  0.1473
H (0.78427, 7.53556, 1.11034)  0.1455
H (1.54673, 6.33911, -1.11655)  0.1360
H (0.38580, 11.99322, 0.04676)  0.1768
C (-4.36257, 2.21420, 4.29376)  -0.0366
C (-5.20384, 1.29755, 3.38351)  -0.4400
C (-6.62295, 0.94456, 3.84032)  -0.2992
F (-6.62398, 0.25111, 4.99027)  0.1008
F (-7.20095, 0.15622, 2.89610)  0.0831
F (-4.50434, 0.17119, 3.13141)  0.1226
F (-5.34348, 1.95122, 2.19509)  0.1036
O (-3.40794, 1.58221, 5.13914)  0.0441
C (-3.77175, 1.13869, 6.39550)  -0.5405
C (-3.58458, -0.37500, 6.54300)  -0.2811
F (-4.35297, -1.03605, 5.64972)  0.0878
F (-3.96095, -0.75129, 7.78147)  0.1099
F (-5.02299, 1.51574, 6.70624)  0.1530
F (-2.95196, 1.73798, 7.28207)  0.1530
H (-3.75706, 2.80930, 3.61163)  0.1478
H (-4.97807, 2.93052, 4.83615)  0.1477
H (-7.23170, 1.84426, 3.96027)  0.1766
H (-2.54323, -0.66080, 6.38317)  0.1767
C (9.09781, -2.09067, 0.18903)  -0.0321
C (7.57894, -1.82671, 0.16368)  -0.4197
C (6.63309, -3.01984, 0.32326)  -0.2851
F (6.75173, -3.90271, -0.67925)  0.1096
F (5.35946, -2.54834, 0.29277)  0.0792
F (7.25375, -1.13516, -0.96579)  0.1114
F (7.31034, -1.00046, 1.20980)  0.1162
O (9.78012, -2.14908, -1.05697)  0.0452
C (9.89730, -3.33010, -1.76794)  -0.5402
C (9.24918, -3.21405, -3.15041)  -0.2844
F (7.92749, -2.95418, -3.03711)  0.0896
F (9.38741, -4.38036, -3.81085)  0.1107
F (9.42205, -4.37752, -1.07359)  0.1555
F (11.21161, -3.54993, -1.95447)  0.1589
H (9.52367, -1.21349, 0.67465)  0.1520
H (9.35150, -2.93167, 0.83329)  0.1506
H (6.79693, -3.53365, 1.27340)  0.1814
H (9.71738, -2.41304, -3.72533)  0.1771
C (-6.34262, -3.72203, 3.98772)  -0.0317
C (-5.59393, -3.97151, 2.65945)  -0.4307
C (-6.33568, -3.67404, 1.35382)  -0.2992
F (-7.41355, -4.45398, 1.19542)  0.1098
F (-5.50076, -3.92045, 0.30543)  0.0758
F (-5.11862, -5.23446, 2.65058)  0.1354
F (-4.50434, -3.15037, 2.66409)  0.0887
O (-6.89861, -4.85978, 4.63523)  0.0467
C (-8.17040, -5.31070, 4.34405)  -0.5396
C (-8.14832, -6.74503, 3.80954)  -0.2868
F (-7.44286, -6.81534, 2.66383)  0.1000
F (-9.41117, -7.14387, 3.54682)  0.1044
F (-8.81847, -4.47364, 3.51529)  0.1522
F (-8.85979, -5.32073, 5.50363)  0.1502
H (-5.57648, -3.37815, 4.68163)  0.1406
H (-7.05538, -2.90048, 3.91817)  0.1433
H (-6.64003, -2.62451, 1.31041)  0.1711
H (-7.69996, -7.41836, 4.54246)  0.1765

## Properties
- LUMO (eV) = -3.735
- charge = +1
- gap between HOMO and LUMO (eV) = 7.121
- E (Eh) = -11821.67686



C40H42I2N14OPRbSTe as an isolated structure, computed with the ωB97M-V functional and the def2-TZVPD basis.

Each line ends with the Löwdin charge.
CARTESIAN COORDINATES (ANGSTROEM)
Rb (-0.27383, 1.23370, -0.04155)  0.5559
I (-0.95903, 2.83552, 8.66915)  0.7340
C (-0.81148, 2.55279, 6.60046)  -0.7731
C (-1.26555, 3.53171, 5.73185)  -0.2674
C (-1.16653, 3.32932, 4.36813)  -0.6501
I (-1.84517, 4.79458, 3.04979)  0.8674
C (-0.61591, 2.14764, 3.78250)  -0.5179
O (-0.55626, 1.95367, 2.53704)  -0.2841
C (-0.13667, 1.17801, 4.73442)  -0.1629
C (0.52733, -0.06768, 4.19877)  -0.1642
N (-0.23578, -0.85782, 3.24075)  -0.0547
C (-1.59266, -1.20332, 3.63034)  -0.1628
C (-2.26127, -1.81249, 2.42019)  -0.2644
C (-2.98192, -2.99838, 2.48471)  -0.0373
C (-3.51866, -3.52826, 1.31972)  -0.0793
C (-3.32171, -2.85857, 0.12546)  -0.0588
C (-2.59919, -1.67199, 0.15594)  -0.1192
N (-2.08204, -1.16236, 1.26714)  0.1139
C (-0.25077, 1.38357, 6.09243)  -0.1468
H (-1.69822, 4.44821, 6.11039)  0.0674
H (0.81271, -0.70749, 5.04250)  0.1090
H (1.44118, 0.21263, 3.66709)  0.1127
H (-0.35739, -0.27570, 2.41336)  0.0392
H (-2.18072, -0.33413, 3.96929)  0.1294
H (-1.58515, -1.93314, 4.44702)  0.1151
H (-3.10068, -3.50113, 3.43628)  0.1009
H (-4.07513, -4.45810, 1.34721)  0.0967
H (-3.69726, -3.22925, -0.81853)  0.0842
H (-2.42884, -1.11790, -0.75859)  0.0675
H (0.11335, 0.61880, 6.77112)  0.0871
C (5.51162, 2.81005, -0.01112)  -0.0692
N (4.31846, 2.48486, 0.73870)  -0.1536
C (3.73088, 3.30206, 1.65828)  -0.0881
C (2.55014, 2.70710, 2.00482)  -0.1319
N (2.39278, 1.54991, 1.30164)  0.0266
C (3.45229, 1.44955, 0.52466)  -0.5055
P (3.83898, 0.06952, -0.59700)  1.1552
C (2.87051, -1.26935, 0.17258)  -0.4646
N (1.65014, -1.24809, 0.66184)  0.0708
C (1.41010, -2.49663, 1.14752)  -0.1466
C (2.49694, -3.29985, 0.93800)  -0.0783
N (3.43144, -2.51275, 0.32035)  -0.1435
C (4.73528, -2.95203, -0.12708)  -0.0620
C (2.82239, 0.35760, -2.07984)  -0.5071
N (1.55316, 0.03167, -2.20970)  0.0308
C (1.21804, 0.31620, -3.49835)  -0.1485
C (2.30483, 0.81990, -4.15843)  -0.0884
N (3.33159, 0.82394, -3.25940)  -0.1531
C (4.62704, 1.42792, -3.48152)  -0.0740
H (6.22685, 3.29757, 0.65164)  0.0846
H (5.25150, 3.47921, -0.83582)  0.0363
H (5.95672, 1.89396, -0.39791)  0.0540
H (4.17876, 4.23649, 1.94596)  0.1157
H (1.79526, 3.04268, 2.69460)  0.0989
H (0.48278, -2.72260, 1.64355)  0.0866
H (2.69326, -4.33149, 1.17332)  0.1043
H (4.89783, -3.96639, 0.23293)  0.0803
H (5.51730, -2.30401, 0.26660)  0.0720
H (4.79727, -2.94886, -1.21614)  0.0843
H (0.21984, 0.14728, -3.86435)  0.0957
H (2.42724, 1.21060, -5.15275)  0.1152
H (4.92342, 1.26134, -4.51715)  0.0843
H (5.36097, 0.96346, -2.82361)  0.0574
H (4.56743, 2.50194, -3.28201)  0.0198
C (-4.63727, -3.27422, -3.96813)  -0.1685
C (-4.24179, -1.80984, -3.98177)  -0.1900
N (-3.10721, -1.61837, -3.10108)  0.0763
C (-2.06454, -2.51433, -2.99469)  -0.4030
N (-0.95684, -2.08196, -2.52889)  0.1046
C (0.15000, -2.98971, -2.32521)  -0.2287
C (-0.28617, -4.44308, -2.20745)  -0.1672
C (-1.23751, -4.75632, -3.34779)  -0.1832
N (-2.36408, -3.84631, -3.30165)  -0.0624
C (-3.41574, -4.12235, -4.26027)  -0.1847
H (-5.40631, -3.45832, -4.72036)  0.1114
H (-5.04283, -3.54839, -2.99089)  0.1097
H (-5.05983, -1.18450, -3.62676)  0.1165
H (-4.02007, -1.49553, -5.01088)  0.1099
H (-2.76498, -0.67267, -2.96520)  0.0845
H (0.68668, -2.67270, -1.43046)  0.0784
H (0.86060, -2.88190, -3.15574)  0.1090
H (-0.80578, -4.59956, -1.25775)  0.1111
H (0.57614, -5.11392, -2.23614)  0.1054
H (-1.63057, -5.77557, -3.27524)  0.1129
H (-0.70652, -4.67714, -4.31077)  0.1252
H (-3.65728, -5.18727, -4.18865)  0.1139
H (-3.07394, -3.93565, -5.29204)  0.1265
Te (2.30444, 4.01687, -1.89841)  0.6851
C (1.93831, 5.95403, -2.63464)  -1.1008
C (0.80198, 6.71384, -2.55452)  -0.2799
C (0.91904, 7.99243, -3.17080)  -0.2392
C (2.14657, 8.20935, -3.71875)  -0.4831
S (3.14933, 6.82912, -3.49541)  0.8351
H (-0.09144, 6.35757, -2.06310)  0.0892
H (0.11917, 8.72085, -3.19937)  0.0849
H (2.48456, 9.09231, -4.23628)  0.0378
N (-2.55232, 1.53400, -2.14877)  0.1071
C (-3.38905, 1.68574, -2.93603)  -0.2430
C (-4.39571, 1.77775, -3.91116)  -0.3144
C (-5.73187, 2.03350, -3.54053)  -0.2802
N (-6.83610, 2.22349, -3.25239)  0.0887
C (-4.09393, 1.47187, -5.25451)  -0.2859
N (-3.87353, 1.19550, -6.35628)  0.0947

## Properties
- energy relative to the best compared isomer or geometry (same formula, charge and spin) (kJ/mol) = 62.4
- LUMO (eV) = 3.216
- charge = -2
- gap between HOMO and LUMO (eV) = 4.907
- E (Eh) = -4018.45924